# 1
The following is a DFT calculation (wB97M-V/def2-TZVPD) of C30H27FeO3 as an isolated structure at a distorted geometry.

## Properties
Expectation value of S² = 6.104
Multiplicity = 5
Gap between HOMO and LUMO (spin up / spin down) = 3.15 / 6.28 eV
Total charge = -1
HOMO (spin up / spin down) = -0.84 / -3.97 eV
Energy relative to the best compared isomer or geometry (same formula, charge and spin) = 204.92 kJ/mol

Last column: Mulliken spin population.
CARTESIAN COORDINATES (ANGSTROEM)
C  -2.77  0.59  2.22  0.047
C  -2.05  -0.14  1.13  0.510
C  -2.76  -1.33  0.34  0.004
C  -0.68  0.28  0.92  0.036
Fe  0.66  0.06  2.40  2.657
C  0.26  1.43  3.51  0.117
O  0.12  2.42  4.11  -0.016
C  1.77  1.14  1.58  0.009
O  2.48  1.91  1.06  -0.073
C  0.59  -2.02  2.34  0.061
C  0.12  -1.56  3.61  0.152
C  1.17  -0.80  4.23  0.089
C  2.29  -0.80  3.35  0.060
C  1.93  -1.54  2.17  0.029
H  -2.42  1.63  2.32  0.021
H  -3.87  0.69  2.15  0.008
H  -2.60  0.02  3.17  0.027
H  -1.99  -2.14  0.51  0.015
H  -3.61  -1.60  0.96  0.018
H  -0.28  -0.07  -0.05  0.041
H  -0.59  1.38  0.93  0.115
H  0.04  -2.67  1.62  0.016
H  -0.87  -1.78  4.07  0.002
H  1.16  -0.42  5.28  -0.016
H  3.29  -0.41  3.60  -0.031
H  2.61  -1.77  1.33  0.007
C  -9.26  -7.75  -0.53  0.000
C  -9.28  -6.87  -1.62  0.000
C  -8.10  -6.52  -2.27  0.000
C  -6.90  -7.03  -1.76  0.000
O  -5.65  -6.61  -2.27  0.000
C  -5.24  -5.29  -1.96  0.001
C  -4.29  -5.09  -0.94  0.001
C  -3.89  -3.80  -0.57  0.001
C  -4.22  -2.64  -1.30  -0.004
C  -3.50  -1.26  -1.02  0.044
C  -4.47  -0.13  -1.41  -0.015
C  -3.81  1.08  -1.37  -0.003
C  -4.24  2.23  -2.04  0.005
C  -5.44  2.16  -2.79  0.005
C  -6.23  0.98  -2.72  -0.003
C  -5.81  -0.09  -1.91  0.000
C  -5.06  -2.92  -2.39  0.003
C  -5.63  -4.16  -2.71  0.001
C  -6.87  -7.99  -0.74  0.000
C  -8.06  -8.30  -0.10  0.000
H  -10.20  -8.00  -0.04  0.000
H  -10.22  -6.45  -2.00  0.000
H  -8.07  -5.86  -3.15  0.000
H  -3.88  -6.01  -0.46  0.000
H  -3.22  -3.74  0.28  -0.001
H  -2.44  -1.07  -1.47  0.014
H  -2.90  1.19  -0.80  0.042
H  -3.64  3.18  -2.02  0.002
H  -5.71  3.02  -3.43  0.001
H  -7.16  0.93  -3.34  0.000
H  -6.53  -0.90  -1.70  0.001
H  -5.29  -2.14  -3.11  0.001
H  -6.34  -4.34  -3.55  0.000
H  -5.92  -8.43  -0.46  0.000
H  -8.04  -8.98  0.74  0.000


# 2
The following is a DFT calculation (wB97M-V/def2-TZVPD) of C30H27GeIrO4 as an isolated structure.

## Properties
Gap between HOMO and LUMO (spin up / spin down) = 5.27 / 5.27 eV
Total charge = -2
HOMO (spin up / spin down) = -0.45 / -0.45 eV

Last column: Löwdin charge in e.
CARTESIAN COORDINATES (ANGSTROEM)
Ir  0.27  1.74  -2.22  1.163
C  4.24  0.83  -2.03  -0.072
C  3.21  1.49  -1.16  -0.331
C  3.20  1.30  0.18  -0.081
C  2.22  1.95  1.02  -0.311
C  2.24  1.68  2.50  -0.072
C  1.31  2.78  0.46  -0.076
C  1.23  3.06  -0.97  -0.530
C  0.91  4.53  -1.26  -0.116
C  2.25  2.36  -1.80  -0.277
H  5.13  1.45  -2.15  0.066
H  3.83  0.63  -3.02  0.072
H  4.55  -0.13  -1.60  0.063
H  3.90  0.60  0.64  0.094
H  3.08  2.19  2.99  0.064
H  2.35  0.61  2.71  0.058
H  1.31  2.02  2.97  0.059
H  0.60  3.29  1.11  0.097
H  1.64  5.20  -0.79  0.061
H  -0.08  4.78  -0.88  0.063
H  0.90  4.73  -2.33  0.054
H  2.63  2.85  -2.70  0.079
O  -3.49  1.30  -1.66  -0.007
C  -2.31  1.41  -1.97  -0.728
O  -1.71  2.48  -2.38  -0.151
C  -0.97  -0.42  -3.14  -0.747
O  -1.43  -1.55  -3.33  -0.029
O  -0.16  0.24  -3.88  -0.148
C  -1.22  0.36  -1.86  -0.368
Ge  -1.20  -0.79  -0.32  1.048
C  -1.30  0.22  1.37  -0.231
C  -1.57  1.58  1.38  -0.090
C  -1.71  2.27  2.58  -0.104
C  -1.57  1.61  3.79  -0.127
C  -1.29  0.25  3.80  -0.117
C  -1.17  -0.44  2.60  -0.116
C  -2.66  -2.10  -0.20  -0.229
C  -2.47  -3.34  0.41  -0.118
C  -3.52  -4.25  0.54  -0.121
C  -4.78  -3.92  0.06  -0.131
C  -4.98  -2.69  -0.55  -0.103
C  -3.94  -1.79  -0.68  -0.076
C  0.46  -1.83  -0.28  -0.236
C  0.65  -2.88  -1.19  -0.093
C  1.83  -3.61  -1.18  -0.101
C  2.84  -3.31  -0.27  -0.121
C  2.67  -2.26  0.62  -0.108
C  1.49  -1.53  0.61  -0.101
H  -1.66  2.12  0.44  0.098
H  -1.92  3.34  2.57  0.097
H  -1.67  2.15  4.73  0.085
H  -1.17  -0.28  4.74  0.086
H  -0.96  -1.50  2.61  0.096
H  -1.49  -3.62  0.77  0.091
H  -3.35  -5.21  1.01  0.084
H  -5.60  -4.63  0.15  0.082
H  -5.96  -2.43  -0.94  0.090
H  -4.09  -0.82  -1.16  0.086
H  -0.12  -3.10  -1.92  0.096
H  1.97  -4.42  -1.90  0.090
H  3.77  -3.88  -0.27  0.084
H  3.46  -2.00  1.31  0.090
H  1.37  -0.70  1.29  0.072


# 3
The following is a DFT calculation (wB97M-V/def2-TZVPD) of C30H27N4O10S2Ti as an isolated structure at a distorted geometry.

## Properties
Gap between HOMO and LUMO (spin up / spin down) = 4.93 / 4.96 eV
Total charge = -1
HOMO (spin up / spin down) = -2.78 / -2.80 eV
Energy relative to the best compared isomer or geometry (same formula, charge and spin) = 132.31 kJ/mol

Last column: Löwdin charge in e.
CARTESIAN COORDINATES (ANGSTROEM)
Ti  -0.21  0.14  0.33  1.124
O  -0.21  4.18  -0.53  0.083
C  -0.54  2.96  -0.02  -0.500
O  -0.19  1.91  -0.68  -0.161
C  -1.21  2.79  1.19  -0.215
C  -1.72  3.75  2.09  -0.010
C  -2.35  3.32  3.22  -0.089
C  -2.47  1.93  3.48  -0.011
C  -1.92  1.05  2.59  -0.186
N  -1.30  1.45  1.48  0.020
C  -1.87  -0.45  2.73  -0.557
O  -2.45  -1.02  3.64  0.053
O  -1.16  -0.99  1.79  -0.106
H  0.69  4.07  -0.87  0.108
H  -1.59  4.81  1.87  0.109
H  -2.75  4.04  3.93  0.089
H  -2.96  1.55  4.37  0.107
O  3.34  0.13  -2.93  -0.276
S  2.86  0.77  -1.74  0.620
O  2.66  2.27  -2.04  -0.185
O  1.70  0.20  -1.11  -0.333
C  4.16  0.72  -0.53  -0.219
C  5.40  0.36  -1.03  -0.057
C  6.47  0.15  -0.18  -0.074
C  6.29  0.29  1.18  -0.066
C  5.05  0.65  1.69  -0.048
C  3.97  0.88  0.85  -0.187
S  2.47  1.49  1.68  0.516
O  2.88  1.68  3.04  -0.296
O  2.11  2.67  0.93  -0.274
O  1.47  0.40  1.56  -0.372
H  5.50  0.22  -2.10  0.109
H  7.43  -0.14  -0.59  0.102
H  7.12  0.11  1.86  0.104
H  4.90  0.79  2.75  0.108
C  1.72  -3.88  -0.47  -0.092
C  0.67  -4.60  -1.05  -0.106
C  -0.56  -3.99  -1.19  -0.056
C  -0.73  -2.66  -0.77  -0.206
C  0.31  -1.91  -0.22  -0.137
C  1.54  -2.57  -0.08  -0.094
C  -2.04  -1.99  -0.88  -0.209
C  -3.24  -2.77  -0.92  0.011
C  -4.44  -2.15  -1.00  0.000
C  -4.49  -0.73  -1.08  -0.155
C  -5.70  -0.02  -1.21  -0.045
C  -5.71  1.34  -1.28  -0.089
C  -4.48  2.04  -1.24  -0.061
C  -3.30  1.38  -1.11  -0.003
C  -3.27  -0.03  -1.02  -0.176
N  -2.06  -0.67  -0.88  0.108
H  2.69  -4.36  -0.35  0.094
H  0.82  -5.62  -1.38  0.090
H  -1.37  -4.54  -1.65  0.094
H  2.37  -2.04  0.36  0.094
H  -3.17  -3.84  -0.82  0.106
H  -5.36  -2.71  -0.99  0.116
H  -6.63  -0.58  -1.24  0.107
H  -6.64  1.88  -1.37  0.097
H  -4.48  3.12  -1.30  0.106
H  -2.36  1.91  -1.08  0.087
N  1.24  2.07  -4.25  0.007
C  -0.20  2.19  -3.93  -0.222
C  -0.97  0.92  -4.30  -0.268
N  -0.25  -0.21  -3.74  0.026
H  1.47  2.54  -5.11  0.095
H  1.44  1.08  -4.37  0.070
H  2.15  2.34  -2.96  0.059
H  -0.62  3.06  -4.44  0.115
H  -0.30  2.35  -2.86  0.084
H  -1.01  0.80  -5.39  0.106
H  -2.00  1.03  -3.94  0.101
H  -0.15  -0.09  -2.73  0.041
H  -0.75  -1.08  -3.87  0.075